(1)
Computed, not measured: one molecule with the formula CH2FNO, with ωB97M-V with the def2-TZVPD basis set.

```
6
Properties=species:S:1:pos:R:3:forces:R:3
F 0.0230 0.2505 -1.7818 -0.728 -1.032 4.122
C -0.3251 -0.2693 -0.2782 1.889 0.728 -5.099
N 0.5193 -0.1065 0.7486 1.699 2.072 2.459
O 0.4387 -1.3327 0.0282 -1.289 -2.086 -1.019
H -1.3323 -0.0763 -0.1628 -2.122 -0.301 -0.244
H 1.3958 0.2842 0.4541 0.551 0.619 -0.218
```
Positions in Å, forces in eV/Å.

Calculated values
**Total charge**: 0
**Energy relative to the best compared isomer or geometry (same formula, charge and spin)**: 398.4 kJ/mol
**LUMO**: 0.0407 hartree
**Orbital gap**: 12.139 eV
**E_tot**: -269.03552 Ha
**SMILES string**: F[C@@H]1NO1

=====

(2)
Computed, not measured: a 2-piece molecular cluster, CH2FNO overall, with ωB97M-V with the def2-TZVPD basis set.

```
6
Properties=species:S:1:pos:R:3:forces:R:3
C 1.1563 0.0116 0.2655 -0.127 -0.824 3.903
N -2.2029 -0.4621 -0.1839 -0.077 0.363 -0.382
O 1.2093 0.3957 -0.8380 0.240 0.658 -1.913
F -2.3725 0.4472 -1.1252 0.068 -0.360 0.370
H 0.4238 -0.6759 0.7188 -0.700 -0.451 -0.924
H 1.7859 0.2836 1.1628 0.595 0.613 -1.053
```
Positions in Å, forces in eV/Å.

Calculated values
**Total charge**: 0
**Multiplicity**: 3
**Energy relative to the best compared isomer or geometry (same formula, charge and spin)**: 155.7 kJ/mol
**Expectation value of S²**: 2.01
**LUMO (alpha / beta)**: 0.0363 / -0.0125 hartree
**Orbital gap (alpha / beta)**: 11.161 / 9.850 eV
**E_tot**: -268.96954 Ha

=====

(3)
Computed, not measured: a 2-piece molecular cluster, CH2FO3S2 overall, with ωB97M-V with the def2-TZVPD basis set.

```
9
Properties=species:S:1:pos:R:3:forces:R:3
C 0.1795 -1.0430 1.0685 -3.869 -3.131 -3.003
O 1.0961 0.2911 -1.4432 -0.667 1.413 0.151
O 0.1550 1.6592 0.3609 0.115 -0.097 -0.340
O -0.7120 1.9468 -1.8776 -0.726 2.053 -2.251
F 0.1329 -2.3964 1.1502 0.874 0.788 -0.399
S -1.4993 -0.4050 -0.7589 1.408 -0.987 2.738
S -0.0628 1.0900 -0.9721 1.688 -2.406 1.586
H -0.1259 -0.6541 1.9257 -1.759 1.783 3.577
H 0.8364 -0.4885 0.5465 2.938 0.584 -2.058
```
Positions in Å, forces in eV/Å.

Calculated values
**Total charge**: -1
**Energy relative to the best compared isomer or geometry (same formula, charge and spin)**: 213.8 kJ/mol
**LUMO (alpha / beta)**: 0.1120 / 0.1120 hartree
**Orbital gap (alpha / beta)**: 7.646 / 7.647 eV
**E_tot**: -1161.24804 Ha

=====

(4)
Computed, not measured: CH2FOPS as an isolated structure, with ωB97M-V with the def2-TZVPD basis set.

```
7
Properties=species:S:1:pos:R:3:forces:R:3
C 0.0109 -0.5794 0.0102 -3.591 2.279 0.712
O 4.2592 -0.6700 0.5126 1.077 -0.262 0.262
F 3.4984 1.1023 -1.0836 -0.158 -0.430 0.581
P 1.2626 -1.4712 -0.3756 3.365 0.243 -0.034
S 3.2333 0.3173 0.3451 -2.089 -0.884 -1.360
H -1.0318 -1.0796 -0.0264 1.628 1.054 0.101
H 0.0386 0.5479 0.2557 -0.231 -2.000 -0.262
```
Positions in Å, forces in eV/Å.

Calculated values
**Total charge**: 0
**Energy relative to the best compared isomer or geometry (same formula, charge and spin)**: 296.6 kJ/mol
**LUMO (alpha / beta)**: -0.0403 / -0.0403 hartree
**Orbital gap (alpha / beta)**: 7.403 / 7.395 eV
**E_tot**: -953.84466 Ha

=====

> What is the formula in the first record?

CH2FNO